Entry 1:
Density functional theory data (ωB97M-V with the def2-TZVPD basis set) for a gas-phase ion, C3H5Cl2N2 (charge +1) at a distorted geometry.

- E_LUMO (alpha / beta) (eV) = -6.1 / -6.2
- gap between HOMO and LUMO (alpha / beta) (eV) = 7.0 / 7.2
- charge = +1
- HOMO energy (alpha / beta) (eV) = -13.2 / -13.3

Positions of all 12 atoms, in Å:
N  -1.299  1.373  0.157
H  -2.340  1.314  0.377
H  -0.684  -2.348  -0.124
N  0.243  -1.954  -0.159
C  0.186  -0.566  -0.025
H  -0.973  1.407  -0.802
H  0.939  -2.665  -0.266
C  1.378  0.165  -0.080
C  -1.057  -0.045  0.292
H  -0.788  2.167  0.502
Cl  1.533  1.865  -0.019
Cl  2.861  -0.714  0.147

Forces on atoms 1 to 2 (eV/Å):
N -2.1 -0.9 -0.4
H 1.5 1.5 -0.9

Partial charges, natural (NBO), in e: -0.80, 0.50, 0.41, -0.77, -0.08, 0.46, 0.44, -0.01, 0.11, 0.45, 0.13, 0.15

Entry 2:
Density functional theory data (ωB97M-V with the def2-TZVPD basis set) for a molecular structure, C3H5Cl2NO2 at a distorted geometry.

- E_LUMO (eV) = 0.2
- gap between HOMO and LUMO (eV) = 10.8
- HOMO energy (eV) = -10.5

Positions of all 13 atoms, in Å:
C  0.726  0.635  -0.343
H  0.203  -0.974  -1.436
H  -0.406  -0.769  1.380
H  -0.662  1.068  1.806
H  0.448  1.474  -0.895
O  -1.799  0.201  -0.943
Cl  1.509  -1.848  0.347
O  -2.813  -0.405  0.841
C  1.124  -0.703  -0.930
C  -0.635  0.311  1.013
H  2.066  -0.435  -1.618
N  -1.874  0.010  0.233
Cl  2.114  1.434  0.545

Forces on atoms 1 to 2 (eV/Å):
C -0.9 -0.8 5.5
H 0.4 -0.7 -0.6

Partial charges, natural (NBO), in e: -0.13, 0.25, 0.25, 0.25, 0.23, -0.39, -0.01, -0.36, -0.47, -0.31, 0.25, 0.53, -0.09

E_tot in eV, matching the order above: -31205.438; -33817.384
Energy relative to the best compared isomer or geometry (same formula, charge and spin) in kJ/mol, matching the order above: 507.5; 456.6